one:
An isolated molecule of C4H13N3. Source: OMol25; level of theory: ωB97M-V/def2-TZVPD.

Properties
SMILES = NCC[C@@H](N)CN
lowest unoccupied orbital energy = 1.07 eV

ORCA input file:
```
! wB97M-V def2-TZVPD RIJCOSX def2/J DEFGRID3
* xyz 0 1
N 0.89195 -2.80759 -0.12577
N -1.70327 1.49992 -0.96406
N 1.33365 0.49408 -0.72038
C -1.05177 1.93259 0.19031
C 0.68177 -1.60580 0.73629
C 0.20380 -0.25376 0.02060
C -0.41285 0.71047 0.98275
H 1.89937 -2.80414 -0.42654
H -1.89475 2.56759 0.71537
H 0.11450 0.85682 1.95769
H 1.47290 1.26560 -0.03524
H -0.04426 -1.78287 1.58974
H 0.40646 -2.78061 -1.00993
H -0.49820 -0.55938 -0.72370
H 1.64742 -1.36731 1.18029
H -1.29279 0.17708 1.33140
H 2.11170 -0.09265 -0.55845
H -0.23442 2.73902 -0.07886
H -2.63009 1.24324 -0.95895
H -1.23989 1.53172 -1.89108
*
```

two:
A cluster of 2 separate species, C4H13N3 in total. Source: OMol25; level of theory: ωB97M-V/def2-TZVPD.

Properties
SMILES = C/N=N\C.CCN
lowest unoccupied orbital energy = 0.89 eV

ORCA input file:
```
! wB97M-V def2-TZVPD RIJCOSX def2/J DEFGRID3
* xyz 0 1
N 1.32674 1.51621 0.83493
N -1.34007 0.24193 0.90787
N -1.11907 -0.93879 0.67609
C -1.57379 -1.58712 -0.53129
C 1.87892 0.75754 -0.25122
C 2.11547 -0.79063 0.03744
C -2.13850 1.07360 0.03539
H 2.55935 -1.23558 -0.85225
H -1.27429 -1.03433 -1.42812
H -2.66857 -1.66245 -0.53760
H 1.18680 -1.32040 0.24606
H -2.28324 2.02974 0.53541
H 1.19918 0.83591 -1.10482
H -3.10732 0.62008 -0.19487
H 2.84260 1.18947 -0.53740
H -1.13058 -2.58131 -0.55461
H 2.79881 -0.92712 0.87573
H 0.38770 1.10714 1.11617
H -1.60907 1.23461 -0.90937
H 1.94891 1.47148 1.63648
*
```

It is two that is the least stable of them.

one:
An isolated molecule of C4H13N3. Source: OMol25; level of theory: ωB97M-V/def2-TZVPD.

Properties
SMILES = CNCCNCN
lowest unoccupied orbital energy = 1.16 eV

ORCA input file:
```
! wB97M-V def2-TZVPD RIJCOSX def2/J DEFGRID3
* xyz 0 1
N 0.64258 2.53995 -2.28903
N 0.43930 0.87298 -0.53197
N -1.22232 -1.20650 0.68650
C 0.11477 -0.83382 1.19605
C -1.96602 -1.88607 1.75205
C 0.99215 -0.37323 0.04827
C 1.27086 1.33686 -1.65575
H 1.48194 0.61964 -2.44763
H 0.64032 -1.72061 1.57032
H 2.03666 -0.12625 0.27829
H -2.17246 -1.30035 2.65686
H -0.00976 -0.09637 1.99501
H 2.26956 1.71556 -1.36951
H 0.31563 2.29139 -3.21656
H -2.95811 -2.10632 1.34307
H -0.16798 2.82510 -1.75603
H -1.45562 -2.81938 1.97595
H 0.97760 -1.12967 -0.73488
H 0.43825 1.71814 0.03214
H -1.66736 -0.32106 0.46683
*
```

two:
An isolated molecule of C4H13N3. Source: OMol25; level of theory: ωB97M-V/def2-TZVPD.

Properties
SMILES = NCCNCCN
lowest unoccupied orbital energy = 1.07 eV

ORCA input file:
```
! wB97M-V def2-TZVPD RIJCOSX def2/J DEFGRID3
* xyz 0 1
N -0.09598 -1.20025 -2.06320
N -0.96663 -1.31112 1.82053
N 0.66745 0.56513 0.17843
C -0.33125 0.98701 1.15614
C -0.49002 -0.01349 2.29578
C 0.51915 1.07602 -1.18012
C 0.68745 0.00498 -2.25671
H -1.21779 0.39687 2.99632
H -0.41836 -2.06357 2.21819
H 1.23675 1.89013 -1.34121
H -0.47090 1.51339 -1.29489
H 1.59193 0.76974 0.52500
H -1.08450 -1.00539 -1.98060
H -0.08756 1.95012 1.60224
H 1.73470 -0.29788 -2.28984
H 0.42209 0.47427 -3.20680
H -1.28567 1.11612 0.63062
H 0.48324 -0.06612 2.79780
H -0.75299 -1.35588 0.82843
H 0.20410 -1.65681 -1.20872
*
```

It is one that is the least stable of them.

one:
A cluster of 2 separate species, C4H13N3 in total. Source: OMol25; level of theory: ωB97M-V/def2-TZVPD.

Properties
SMILES = NC(N)N.C=CC
lowest unoccupied orbital energy = 0.99 eV

ORCA input file:
```
! wB97M-V def2-TZVPD RIJCOSX def2/J DEFGRID3
* xyz 0 1
N 0.24521 0.82046 2.27291
N -0.64150 -1.18749 1.27684
N -1.73730 0.93901 1.02993
C 0.95836 -1.46561 -1.01816
C 0.38292 0.73467 -2.10634
C 1.06349 -0.08132 -1.02901
C -0.52975 0.19820 1.22871
H -0.27158 0.76317 3.14753
H -0.58461 0.30149 -2.36750
H -1.61022 -1.49302 1.26061
H -2.22872 0.66334 0.18917
H 1.77162 -2.06461 -0.62981
H 0.22434 1.76573 -1.78477
H 0.99092 0.75753 -3.01359
H -0.16121 -1.60307 0.34807
H 0.29665 -1.95966 -1.72069
H 0.26663 0.32788 0.20095
H 1.10818 0.30585 2.40466
H 2.01240 0.34318 -0.70589
H -1.55583 1.93425 1.01636
*
```

two:
A cluster of 2 separate species, C4H13N3 in total. Source: OMol25; level of theory: ωB97M-V/def2-TZVPD.

Properties
SMILES = [H]/N=C(\C)N.CCN
lowest unoccupied orbital energy = 1.02 eV

ORCA input file:
```
! wB97M-V def2-TZVPD RIJCOSX def2/J DEFGRID3
* xyz 0 1
N 2.22452 1.07271 -0.45151
N -0.44846 0.32063 -0.63724
N 1.78648 -1.15129 -0.82131
C 1.67177 -0.11967 -0.01312
C -2.91498 -0.05976 -0.62707
C 1.50352 -0.20100 1.48927
C -1.60334 -0.06211 0.15817
H -3.14279 0.94150 -0.99284
H -1.41059 -1.06280 0.55316
H 2.47796 1.76709 0.23020
H -1.68077 0.62353 1.00864
H 1.66578 -2.04017 -0.34692
H 1.00482 -1.12442 1.77539
H 2.75880 1.00082 -1.29998
H -2.85406 -0.73417 -1.48064
H 0.90416 0.63664 1.83595
H -3.73917 -0.38554 0.00516
H 2.48235 -0.16188 1.97288
H -0.10299 -0.47737 -1.26352
H -0.58302 1.21726 -1.09467
*
```

It is one that is the least stable of them.

one:
A cluster of 3 separate species, C4H13N3 in total. Source: OMol25; level of theory: ωB97M-V/def2-TZVPD.

Properties
SMILES = C#C.CNN.CN
lowest unoccupied orbital energy = 1.04 eV

ORCA input file:
```
! wB97M-V def2-TZVPD RIJCOSX def2/J DEFGRID3
* xyz 0 1
N 1.89953 -0.36145 0.16379
N -1.31588 1.80640 0.09530
N -0.99110 0.46554 0.43901
C -1.27246 -1.10533 -1.25184
C -1.46938 0.01710 1.74093
C -0.67510 -2.17463 -1.27832
C 2.48178 0.38696 -0.94796
H -0.41777 -3.01611 -1.88180
H -2.55313 0.13932 1.78835
H -1.23399 -1.04200 1.82542
H -1.07658 2.44636 0.85294
H -1.96992 -0.31497 -1.37789
H -2.31844 1.85617 -0.05093
H -1.01744 0.57930 2.56808
H 2.91764 1.31094 -0.56707
H 1.42321 -1.19175 -0.18590
H 1.68361 0.65042 -1.64071
H 0.03169 0.36395 0.39567
H 2.62052 -0.65453 0.81591
H 3.25323 -0.16167 -1.50298
*
```

two:
An isolated molecule of C4H13N3. Source: OMol25; level of theory: ωB97M-V/def2-TZVPD.

Properties
SMILES = CNC[C@@H](N)NC
lowest unoccupied orbital energy = 1.14 eV

ORCA input file:
```
! wB97M-V def2-TZVPD RIJCOSX def2/J DEFGRID3
* xyz 0 1
N -0.57671 0.25362 1.90324
N -1.97447 0.25766 -0.70063
N 0.27128 0.51258 -1.73733
C -0.67105 -0.17135 -0.51175
C -0.23189 -1.02691 2.48837
C 1.59139 0.07373 -2.12589
C 0.25893 0.57979 0.35853
H 2.36488 0.79730 -1.83615
H -0.67667 -1.16536 3.48414
H -2.17191 1.19668 -0.38606
H 0.21255 1.66569 0.35521
H -0.52241 -1.24580 -0.55772
H 1.21283 0.09960 0.55680
H -2.48153 -0.27749 -1.39183
H 0.85527 -1.18709 2.58942
H -0.62874 -1.83607 1.86047
H -0.00759 1.43689 -2.04542
H -0.32308 0.99966 2.55125
H 1.84398 -0.87856 -1.64582
H 1.65495 -0.08460 -3.20883
*
```

three:
An isolated molecule of C4H13N3. Source: OMol25; level of theory: ωB97M-V/def2-TZVPD.

Properties
SMILES = NCCCNCN
lowest unoccupied orbital energy = 1.08 eV

ORCA input file:
```
! wB97M-V def2-TZVPD RIJCOSX def2/J DEFGRID3
* xyz 0 1
N -0.78766 2.80874 0.46633
N -0.21913 -2.83409 -1.33160
N 0.21985 -0.52908 -0.71735
C 0.76528 -1.92158 -0.79876
C 0.20808 0.81513 1.38367
C -1.12230 1.46140 0.89731
C 0.99545 0.32258 0.15281
H -1.07231 -2.67283 -0.80156
H -1.69708 0.81949 0.23294
H 1.91049 -0.20475 0.46102
H -1.73560 1.56546 1.80578
H 1.38617 1.23276 -0.33055
H -1.51197 3.40975 0.08683
H 0.31127 -0.29930 -1.68778
H 0.16252 -0.10138 1.98584
H 1.17879 -2.13047 0.19416
H 1.60520 -1.88299 -1.50346
H -0.26820 2.70080 -0.41251
H 0.63049 1.61632 1.98236
H 0.06426 -3.79494 -1.21208
*
```

four:
A cluster of 2 separate species, C4H13N3 in total. Source: OMol25; level of theory: ωB97M-V/def2-TZVPD.

Properties
SMILES = [H]/N=C/N.CCCN
lowest unoccupied orbital energy = 1.02 eV

ORCA input file:
```
! wB97M-V def2-TZVPD RIJCOSX def2/J DEFGRID3
* xyz 0 1
N -0.52555 3.56725 -0.78372
N 0.92193 1.95757 -1.58300
N 0.25467 -2.25917 -1.06875
C 0.52800 -1.13904 1.09531
C -0.44208 -1.79480 0.13370
C -0.18685 -0.41950 2.25774
C -0.25132 2.65882 -1.63580
H 0.53976 0.05204 2.91615
H -0.94004 2.36487 -2.42856
H -1.32087 4.09463 -1.14113
H -0.36192 -2.80624 -1.65844
H -1.04134 -2.57127 0.63220
H -0.88542 -1.09453 2.74834
H 1.52487 2.21170 -0.81294
H -1.21700 -1.06843 -0.14266
H 1.14542 -1.90020 1.57961
H 0.94437 0.97944 -1.81434
H -0.77450 0.43052 1.89132
H 0.98300 -2.89056 -0.76351
H 1.10486 -0.37311 0.57850
*
```

It is one that is the least stable of them.